Here is CH5N as an isolated structure from OMol25. Energies are from ωB97M-V/def2-TZVPD.

CARTESIAN COORDINATES (ANGSTROEM)
N (-0.200, -0.612, -0.282)
C (0.274, 0.536, 0.182)
H (-0.669, -0.626, -0.953)
H (-0.425, 1.461, 0.619)
H (0.703, 1.181, -0.411)
H (-1.016, -1.181, 0.562)
H (1.166, 0.235, 1.068)

## Properties
Total charge: 0
2S+1: 1
Energy relative to the best compared isomer or geometry (same formula, charge and spin) (kJ/mol): 377.7
LUMO energy (eV): 0.982
Energy (eV): -2603.987
HOMO level (eV): -9.04
Max |F| (hartree/bohr): 0.32054

Atomic partial charges in e from the natural (NBO) method, atoms 1 to 4: N -0.725; C -0.370; H 0.311; H 0.125

Here is C4H8NOS as an isolated structure from OMol25. Energies are from ωB97M-V/def2-TZVPD.

CARTESIAN COORDINATES (ANGSTROEM)
S (2.024, 0.837, -0.184)
O (2.008, -1.949, 0.273)
N (-0.028, -0.842, 0.229)
C (1.249, -1.052, -0.345)
C (1.092, 1.973, 0.821)
C (-2.186, 0.381, -0.239)
C (-0.798, 0.208, -0.358)
H (1.408, 3.018, 0.483)
H (-2.614, 0.875, 0.763)
H (1.253, -1.003, -1.479)
H (-0.100, 1.311, 1.123)
H (2.176, -2.734, -0.277)
H (-2.743, -0.455, -0.560)
H (-0.366, -1.749, 0.719)
H (-2.375, 1.180, -0.970)

## Properties
Total charge: +1
2S+1: 1
Energy relative to the best compared isomer or geometry (same formula, charge and spin) (kJ/mol): 673.0
LUMO energy (alpha / beta) (eV): -6.339 / -6.338
Energy (eV): -18636.272
HOMO level (alpha / beta) (eV): -12.42 / -12.42
Max |F| (hartree/bohr): 0.11981

Atomic partial charges in e from the natural (NBO) method, atoms 1 to 4: S 0.430; O -0.660; N -0.658; C 0.300